Record 1
79
Properties=species:S:1:pos:R:3:forces:R:3 method="wB97M-V/def2-TZVPD" e_lumo_ev="-6.97 / -7.36" e_homo_ev="-13.45 / -12.63" total_charge=+2 relative_energy_kj_mol=0.0 mol_weight_g_mol=956.839 total_energy_ha=-2845.3030
Pb 1.124 -1.815 0.763 0.465 0.721 -0.372
C 2.519 -1.859 -4.199 -0.309 0.525 -0.027
C 1.310 -1.037 -3.992 0.035 1.108 -0.114
N 1.079 -0.141 -4.961 -0.626 -0.276 0.201
C -0.060 0.525 -4.933 -1.308 0.293 0.584
C -1.083 0.374 -3.889 0.184 -0.109 0.227
C -2.287 1.296 -3.880 0.426 0.643 -0.829
O -1.961 2.368 -2.980 -0.514 -0.413 -0.209
C -0.839 -0.476 -2.817 0.464 0.476 -0.716
C -1.799 -0.874 -1.757 -0.837 -0.291 0.104
N -2.752 -0.150 -1.297 0.291 0.613 -0.386
C -3.855 -0.825 -0.717 1.001 0.047 -0.155
C -4.518 -1.753 -1.531 0.778 1.079 1.233
C -5.538 -2.496 -1.043 -0.553 -0.251 0.784
C -5.990 -2.324 0.263 -0.532 -0.188 -0.294
C -5.424 -1.312 1.004 -0.093 0.010 0.774
C -4.305 -0.597 0.572 -0.951 -0.349 -0.721
I -1.182 -3.093 1.661 -0.512 -0.195 0.199
C 0.447 -1.141 -2.812 0.108 -0.905 0.694
O 0.793 -1.840 -1.812 0.019 0.318 -0.972
H 2.298 -2.460 -5.070 0.099 -0.615 -0.151
H 2.767 -2.427 -3.332 0.221 -0.638 0.420
H 3.340 -1.224 -4.512 0.170 0.161 0.063
H -0.294 1.234 -5.762 0.414 -0.588 0.735
H -3.231 0.787 -3.645 0.369 0.071 0.264
H -2.449 1.790 -4.847 0.245 -0.393 0.029
H -2.412 2.123 -2.174 -0.040 0.028 0.679
H -1.796 -1.928 -1.420 0.424 0.247 -0.492
H -4.148 -1.817 -2.509 0.186 -0.379 -1.303
H -6.005 -3.187 -1.682 -0.564 -0.910 -0.624
H -6.827 -2.933 0.658 0.647 0.631 -0.302
H -5.898 -1.059 1.942 0.236 0.017 0.302
S 5.039 -3.629 2.416 0.250 -0.668 -0.583
C 4.784 -4.435 0.887 -0.702 1.193 1.476
C 3.684 -3.946 0.247 0.551 0.375 0.285
C 3.091 -2.877 0.969 -0.206 -0.264 0.267
C 3.686 -2.632 2.186 -0.868 0.498 -0.571
C 3.162 -1.654 3.160 -0.464 -0.680 -0.056
C 3.812 -1.387 4.350 -0.289 0.527 -0.192
C 3.268 -0.414 5.161 0.680 0.207 0.958
C 2.161 0.311 4.762 -0.395 0.268 1.086
C 1.490 -0.110 3.653 0.179 -0.892 -0.226
N 1.946 -1.128 2.905 0.596 0.519 -0.211
H 5.398 -5.260 0.672 0.677 -0.742 -0.504
H 3.380 -4.312 -0.708 -0.320 -0.148 -0.412
H 4.708 -1.928 4.558 0.439 -0.095 0.434
H 3.667 -0.179 6.153 0.220 -0.196 -0.478
H 1.773 1.080 5.440 0.069 -0.246 -0.571
H 0.542 0.300 3.382 -0.435 0.232 -0.286
N -3.023 1.063 3.379 0.041 -0.935 -1.159
C -2.991 2.132 2.537 -0.729 0.230 -1.540
C -3.425 1.680 1.311 -0.147 0.041 1.027
N -3.713 0.334 1.473 0.512 -0.026 -0.152
C -3.396 -0.035 2.698 0.039 0.793 0.628
H -2.735 1.046 4.322 0.318 0.083 1.067
H -2.743 3.147 2.794 0.187 -0.048 0.252
H -3.666 2.188 0.399 0.109 0.136 -0.062
H -3.374 -1.045 3.042 -0.182 -0.295 0.266
N 2.896 1.222 -2.058 -0.206 -0.887 -1.471
N 3.794 0.335 -1.325 -1.545 1.285 -0.054
H 2.898 1.057 -3.106 0.173 -0.218 1.478
H 3.304 2.121 -2.008 0.349 1.276 0.451
H 4.656 0.285 -1.792 1.523 -0.219 -0.710
H 3.348 -0.542 -1.420 -0.283 -1.314 0.159
N -1.021 4.344 -0.663 0.215 -0.109 -0.359
C -0.755 4.052 0.622 0.060 -0.882 -0.019
O -1.404 4.444 1.580 0.322 0.024 -0.376
C 0.427 3.105 0.785 -0.440 0.250 0.415
C 1.573 3.631 1.339 0.085 0.160 0.361
C 2.668 2.787 1.494 -0.092 -0.116 0.164
C 2.548 1.436 1.216 -1.615 0.704 -0.900
N 1.375 0.910 0.757 0.669 0.146 0.199
C 0.357 1.739 0.525 -0.486 0.216 -0.424
H -1.723 5.031 -0.860 -0.264 0.203 -0.126
H -0.443 4.008 -1.431 -0.296 0.174 0.458
H 1.527 4.672 1.685 0.494 -0.421 -0.286
H 3.614 3.136 1.857 0.241 0.265 0.155
H 3.416 0.817 1.270 0.159 -0.625 0.155
H -0.602 1.373 0.094 0.863 -0.269 0.361

Record 2
185
Properties=species:S:1:pos:R:3:forces:R:3 method="wB97M-V/def2-TZVPD" e_lumo_ev=-0.19 e_homo_ev=-8.89 relative_energy_kj_mol=315.3 mol_weight_g_mol=1522.043 total_energy_ha=-9279.2020
O -11.571 -31.309 11.977 0.532 1.221 0.817
S -11.393 -30.069 12.712 0.459 0.848 -0.556
O -12.233 -29.807 13.863 1.061 -0.230 -0.719
O -9.821 -29.848 13.186 -1.936 -0.474 -1.220
C -8.841 -30.031 12.115 0.728 -1.016 0.305
C -7.816 -28.971 12.234 0.514 1.930 -0.471
C -11.579 -28.667 11.534 -0.157 -1.052 0.718
H -9.188 -30.044 11.082 -0.874 -0.087 0.294
H -8.358 -30.995 12.281 -0.336 -0.176 0.136
H -6.833 -29.268 11.867 0.085 -0.436 0.649
H -7.816 -28.509 13.221 0.473 -0.506 0.176
H -8.009 -28.124 11.576 -0.526 0.090 -0.090
H -10.886 -28.790 10.702 -0.201 -0.044 0.098
H -11.416 -27.708 12.026 0.024 -0.255 0.159
H -12.626 -28.784 11.256 0.123 0.222 -0.274
O -13.468 -25.958 20.921 -0.537 -0.102 -0.746
S -14.530 -26.166 19.965 0.991 -1.378 0.008
O -15.612 -25.231 19.905 0.337 -0.677 -0.381
O -13.915 -26.330 18.460 0.059 0.644 0.993
C -12.637 -27.026 18.342 -0.585 -0.488 -1.904
C -12.200 -26.919 16.828 0.186 0.506 2.093
C -15.115 -27.911 20.099 -0.021 1.707 -0.224
H -12.808 -28.092 18.493 -0.065 -0.074 0.425
H -11.917 -26.672 19.079 -0.058 0.278 -0.277
H -12.825 -27.471 16.126 0.019 0.030 0.350
H -11.187 -27.320 16.850 0.079 -0.014 -0.499
H -12.177 -25.862 16.561 0.072 -0.085 -0.218
H -15.748 -27.922 20.986 0.014 -0.373 -0.193
H -14.268 -28.597 20.128 -0.068 0.269 0.276
H -15.643 -28.022 19.151 -0.347 -0.282 0.330
O -6.819 -25.945 14.986 0.223 -1.474 -0.015
S -6.040 -27.129 15.317 1.714 0.905 0.377
O -6.578 -28.261 16.046 0.280 1.059 -1.874
O -5.245 -27.645 13.901 -1.347 -0.477 2.162
C -4.612 -26.702 13.047 0.685 1.102 -1.408
C -5.212 -26.668 11.638 -1.173 0.091 0.732
C -4.649 -26.510 16.338 -0.136 -0.433 -1.282
H -3.565 -26.950 12.874 0.179 -0.263 0.948
H -4.695 -25.698 13.463 0.143 0.022 0.128
H -4.817 -25.930 10.940 0.558 0.115 0.416
H -6.231 -26.331 11.833 -0.452 -0.435 -0.620
H -5.167 -27.633 11.133 -0.207 -0.020 0.203
H -5.043 -25.962 17.194 -0.084 -0.281 -0.065
H -4.073 -25.841 15.698 -0.082 0.123 0.086
H -4.014 -27.362 16.583 -0.240 0.063 0.257
O -12.403 -25.359 6.321 0.904 -0.553 -1.676
S -11.715 -25.871 5.131 2.223 0.538 0.369
O -10.969 -24.965 4.218 -2.030 -2.330 2.200
O -10.566 -26.999 5.645 -1.472 1.742 -0.832
C -10.903 -28.002 6.644 -0.782 0.352 -0.504
C -9.748 -28.116 7.599 0.141 -0.484 -0.130
C -12.901 -26.928 4.303 0.819 -0.127 -0.128
H -11.220 -28.876 6.076 0.731 -0.497 0.076
H -11.820 -27.763 7.182 0.012 0.703 0.185
H -9.538 -27.145 8.048 -0.079 -0.129 0.109
H -8.835 -28.486 7.132 -0.065 0.131 -0.208
H -10.010 -28.849 8.362 -0.024 0.127 0.221
H -12.496 -27.452 3.437 0.333 0.479 -0.077
H -13.743 -26.302 4.009 -0.107 -0.280 0.352
H -13.061 -27.713 5.041 -0.738 0.292 0.087
O -15.525 -19.599 11.173 2.291 -0.400 -0.182
S -14.111 -19.938 10.948 -2.038 0.288 -0.847
O -13.104 -18.870 10.937 -1.451 -2.529 0.348
O -13.725 -21.082 12.092 1.547 0.966 -1.577
C -14.735 -21.987 12.550 -1.875 -0.071 0.855
C -14.234 -23.286 13.252 0.966 1.306 -0.975
C -14.030 -20.939 9.313 1.680 -0.146 1.992
H -15.460 -22.211 11.768 0.403 -0.301 -0.459
H -15.336 -21.354 13.203 -0.066 -0.363 0.514
H -13.426 -23.698 12.647 -0.129 -0.217 -0.249
H -15.003 -24.053 13.341 -0.094 0.389 0.044
H -13.756 -23.083 14.210 -0.357 0.080 0.197
H -14.285 -21.978 9.522 -0.744 0.265 0.190
H -12.949 -21.042 9.223 0.209 0.368 -0.550
H -14.477 -20.535 8.405 -0.186 0.413 0.645
O -7.863 -23.063 21.422 1.078 -0.138 -2.491
S -7.186 -23.055 20.121 -0.180 1.120 0.949
O -5.831 -23.574 19.997 -1.672 0.222 -0.242
O -8.226 -23.788 19.085 0.852 1.266 2.309
C -7.844 -24.170 17.783 -1.654 -1.912 -0.002
C -9.191 -24.739 17.185 1.536 1.319 -0.801
C -7.168 -21.271 19.468 -0.636 -1.389 0.095
H -7.299 -25.111 17.842 0.958 0.483 0.172
H -7.302 -23.371 17.276 -0.229 -0.164 -0.351
H -9.815 -25.204 17.948 0.392 -0.071 -0.008
H -8.800 -25.431 16.439 -0.715 -0.268 -0.050
H -9.764 -23.959 16.682 -0.144 -0.020 0.026
H -7.735 -21.263 18.537 0.173 -0.169 -0.109
H -6.144 -20.939 19.291 -0.148 -0.160 0.302
H -7.749 -20.661 20.159 0.399 -0.136 0.221
O -3.789 -20.475 13.669 -1.547 0.027 -1.274
S -4.722 -20.157 12.592 -1.066 1.147 1.132
O -4.216 -19.720 11.330 0.110 -0.530 -0.229
O -5.719 -21.446 12.251 1.387 2.119 0.043
C -6.320 -22.080 13.361 0.882 -1.586 0.276
C -6.867 -23.374 12.859 -1.510 -0.434 -0.269
C -6.006 -18.876 13.146 1.203 -1.672 0.283
H -7.089 -21.480 13.847 0.125 0.189 -0.039
H -5.529 -22.417 14.031 0.050 0.795 0.588
H -7.370 -23.857 13.696 -0.022 -0.189 0.022
H -6.156 -24.092 12.451 0.333 0.359 0.108
H -7.630 -23.215 12.097 0.084 0.010 -0.041
H -6.500 -19.382 13.977 -0.277 0.251 -0.178
H -6.695 -18.659 12.331 0.247 -0.178 0.132
H -5.507 -17.996 13.550 0.241 -0.149 -0.337
O -14.585 -27.787 12.075 0.015 1.494 2.360
S -14.630 -27.186 13.429 -1.388 -1.530 -0.184
O -13.540 -26.395 13.964 -1.346 -0.631 -0.930
O -16.017 -26.291 13.582 2.933 0.242 0.535
C -17.185 -26.630 12.870 0.658 -0.659 -1.210
C -18.219 -25.586 13.039 -0.247 -0.352 0.730
C -15.103 -28.536 14.626 1.031 0.764 -0.727
H -17.486 -27.615 13.227 -0.403 -0.062 -0.271
H -16.958 -26.625 11.804 0.210 -0.636 -0.100
H -17.900 -24.629 12.627 -0.183 -0.092 -0.018
H -18.448 -25.519 14.102 -0.380 0.353 -0.094
H -19.038 -26.043 12.483 -0.503 0.668 0.084
H -15.454 -28.048 15.535 -0.394 -0.039 -0.287
H -14.224 -29.126 14.887 0.195 0.195 -0.340
H -15.783 -29.193 14.084 -0.269 0.302 0.278
O -16.702 -23.705 9.871 2.346 -2.671 0.002
S -15.610 -24.551 9.325 -0.658 2.505 -2.621
O -14.207 -24.481 9.760 -2.479 -0.509 0.471
O -16.121 -26.103 9.093 0.473 3.026 1.209
C -15.074 -27.057 8.900 -0.533 -1.482 -0.214
C -15.249 -27.624 7.525 -0.300 -0.655 -0.707
C -15.537 -24.027 7.559 -0.403 -0.394 0.205
H -15.333 -27.779 9.674 0.914 -0.191 0.008
H -14.060 -26.659 8.939 -0.247 0.237 0.685
H -14.546 -28.439 7.351 0.527 0.296 -0.092
H -15.154 -26.817 6.799 0.267 -0.209 -0.213
H -16.194 -28.132 7.330 -0.367 0.354 0.382
H -15.638 -22.952 7.403 0.503 0.103 0.742
H -16.418 -24.390 7.030 0.056 -0.534 0.227
H -14.614 -24.414 7.129 -0.040 0.057 0.004
O -6.522 -21.551 7.015 1.470 -1.144 0.471
S -5.602 -22.427 7.723 -0.595 -1.494 0.815
O -5.479 -23.869 7.438 -0.940 2.200 0.249
O -4.133 -21.879 7.557 -1.462 2.001 0.194
C -3.081 -22.642 8.074 2.949 -0.704 -0.925
C -1.874 -21.758 8.489 -1.133 0.005 -0.052
C -5.802 -22.147 9.517 0.205 0.109 -1.366
H -2.767 -23.119 7.145 0.430 -0.954 0.471
H -3.307 -23.394 8.830 -0.536 0.229 -0.092
H -0.992 -22.348 8.736 -0.163 -0.275 -0.223
H -2.092 -21.157 9.371 -0.125 0.200 -0.126
H -1.659 -21.130 7.624 0.197 0.208 0.249
H -6.846 -22.262 9.807 0.218 -0.339 -0.059
H -5.477 -21.118 9.669 -0.058 -0.072 0.022
H -5.096 -22.828 9.993 -0.412 0.014 0.187
O -8.490 -24.212 9.808 -1.148 -0.720 1.270
S -9.568 -24.919 10.490 -0.754 0.416 -0.829
O -9.424 -26.367 10.676 -0.429 1.872 -0.045
O -9.832 -24.155 11.895 1.658 -0.328 -0.560
C -10.733 -24.744 12.809 -2.240 -0.785 0.110
C -10.236 -25.816 13.761 1.502 0.567 -0.695
C -11.169 -24.452 9.619 1.912 -1.139 0.650
H -11.602 -25.087 12.247 -0.095 -0.399 -0.264
H -11.187 -23.935 13.382 0.438 0.322 0.056
H -11.039 -26.437 14.159 0.012 0.525 0.366
H -9.607 -25.251 14.448 -0.387 -0.518 0.791
H -9.511 -26.492 13.308 -0.172 -0.095 -0.448
H -11.888 -25.250 9.804 0.068 0.159 -0.197
H -10.750 -24.409 8.614 -0.801 0.047 -0.156
H -11.502 -23.470 9.955 0.241 -0.206 -0.073
C -10.476 -21.262 5.594 -1.013 1.473 -0.443
S -9.701 -21.727 7.137 -1.277 -1.042 1.328
O -10.918 -22.036 8.071 1.952 0.309 -1.479
C -8.992 -23.329 6.566 -1.295 -0.105 -0.235
H -11.406 -20.813 5.942 -0.487 -0.651 0.285
H -10.696 -21.978 4.802 0.297 -0.344 0.405
H -10.114 -20.329 5.162 1.142 -0.311 -0.134
H -9.813 -23.818 6.041 0.019 0.170 -0.316
H -8.776 -24.034 7.369 0.601 0.688 0.312
H -8.169 -23.140 5.876 0.025 -0.008 0.307
C -10.807 -20.319 14.635 0.277 -0.130 -0.660
S -10.243 -19.357 13.118 0.786 -0.674 0.843
O -8.899 -18.732 13.459 -1.183 -0.766 -0.224
C -9.873 -20.790 12.026 0.050 -0.123 0.234
H -11.638 -20.972 14.367 -0.410 0.471 -0.190
H -11.067 -19.601 15.414 -0.137 0.016 -0.246
H -10.082 -21.023 15.044 0.641 0.321 -0.258
H -9.185 -21.494 12.493 0.188 0.254 0.227
H -9.424 -20.403 11.111 -0.041 0.163 0.096
H -10.746 -21.382 11.751 -0.351 0.385 0.112

Record 3
14
Properties=species:S:1:pos:R:3:forces:R:3 method="wB97M-V/def2-TZVPD" e_lumo_ev="-0.07 / -0.34" e_homo_ev="-8.67 / -6.87" relative_energy_kj_mol=365.2 mol_weight_g_mol=134.642 total_energy_ha=-977.6747
C -1.911 0.034 -1.479 1.091 -0.495 -1.148
C -0.401 -0.355 -1.690 -0.189 -0.110 0.183
C 1.305 0.609 2.242 -0.053 -0.303 -0.400
N -2.463 0.378 -0.451 -0.014 0.101 1.302
N 0.501 0.065 -0.661 0.455 0.161 0.287
Si 0.241 -0.338 0.995 -1.085 1.656 -0.316
Cl 0.265 -2.331 1.214 0.164 -0.995 0.122
H -2.423 -0.103 -2.443 -0.398 0.152 0.059
H -0.399 -1.445 -1.767 0.043 0.011 -0.106
H -0.078 0.064 -2.644 -0.098 -0.102 -0.006
H 0.734 1.370 2.765 -0.197 0.022 -0.056
H 1.706 -0.074 2.986 0.025 -0.146 0.039
H 2.141 1.102 1.752 0.145 0.036 -0.139
H 0.783 1.024 -0.820 0.111 0.012 0.180